Record 1
This record from OMol25 describes a molecular structure, C3H6N2O2S2 in a non-equilibrium geometry. The level of theory is the ωB97M-V functional and the def2-TZVPD basis.

For the molecular weight, the calculation gives 166.23 Da. Its max |F| is 5.37 eV/A. For the energy above the lowest of the compared OMol25 structures with the same formula, charge and spin, the calculation gives 8.6 kcal/mol. The HOMO energy (alpha / beta) is -6.772 / -9.639 eV. As for the gap between HOMO and LUMO (alpha / beta): 0.2645 / 0.2697 Ha. The spin multiplicity is 3. The calculation puts the calculated total energy at -1174.09835 Ha.

Geometry (Å):
C 1.65592 -0.96276 0.98909
C 1.42442 0.36195 0.91041
C 0.44881 -1.85559 0.77138
N 0.11573 0.75945 0.93463
N -2.17358 1.16123 -1.30016
O -0.09125 2.49842 -1.40905
O -0.01045 0.00962 -1.94796
S -0.91527 -0.61805 1.31504
S -0.51384 1.13713 -1.18553
H 2.62305 -1.34404 1.06192
H 2.15830 1.02539 0.94263
H 0.36170 -1.98686 -0.39558
H 0.14841 -2.81620 1.23484
H -2.51744 2.16967 -1.06261
H -2.71450 0.46065 -0.85905

Record 2
This record from OMol25 describes 4 unconnected molecules or ions with the total composition C13H24N6O5S2 in a non-equilibrium geometry. The level of theory is the ωB97M-V functional and the def2-TZVPD basis.

For the molecular weight, the calculation gives 408.51 Da. Its max |F| is 2.22 eV/A. The SMILES is [H]/N=C(\N)NCCCC[C@@H]1OS(=O)(=O)O[C@@]1(O)S.CC#N.CC#N.CC#N. The HOMO energy is -9.135 eV. As for the gap between HOMO and LUMO: 0.3417 Ha. The calculation puts the calculated total energy at -2010.81121 Ha.

Geometry (Å):
H -0.49269 -3.34022 3.86539
N -0.99066 -2.64539 3.31805
C -0.95314 -3.00988 2.10652
N -0.30871 -4.18946 1.67464
N -1.53348 -2.29243 1.07367
C -2.11878 -1.00875 1.45123
C -3.22532 -0.64553 0.46383
C -3.51620 0.83829 0.37341
C -2.34165 1.73996 0.02446
C -1.86827 1.67516 -1.42259
O -2.63603 0.86784 -2.34951
S -1.70143 -0.20684 -3.00066
O -1.53461 -1.30505 -2.13453
O -2.05058 -0.55174 -4.30775
O -0.28361 0.60549 -2.87267
C -0.37905 1.37038 -1.66210
O 0.23744 0.69026 -0.63863
S 0.55690 2.87756 -2.12197
H -0.10923 -4.10145 0.68306
H 0.59379 -4.23219 2.13504
H -2.22842 -2.86284 0.60634
H -1.34124 -0.26002 1.46076
H -2.56405 -1.03515 2.43707
H -3.05138 -1.10263 -0.49477
H -4.12237 -1.10640 0.86071
H -4.28107 1.00835 -0.37138
H -3.94922 1.17038 1.30471
H -1.50802 1.61711 0.69191
H -2.67671 2.75566 0.16572
H -1.97026 2.66923 -1.81351
H 1.05458 1.16805 -0.43086
H 0.51723 3.59182 -0.98539
C 4.10646 4.77691 -1.16883
C 2.96042 4.83696 -0.27790
N 2.05050 4.87176 0.41875
H 4.19218 5.69454 -1.74731
H 5.02619 4.64281 -0.60314
H 4.00859 3.94307 -1.86250
C 1.98746 -1.70325 5.08646
C 2.12072 -3.09813 4.70259
N 2.19770 -4.19568 4.37995
H 2.10864 -1.05549 4.22095
H 1.00280 -1.51690 5.51042
H 2.73938 -1.43342 5.82580
C 2.26448 -1.25211 -4.12058
C 3.62692 -0.75181 -4.05111
N 4.69815 -0.34900 -3.98626
H 1.64231 -0.79894 -3.35153
H 1.81059 -1.02984 -5.08480
H 2.23273 -2.33102 -3.98117